Here is 2 unconnected molecules or ions with the total composition C23H42BrClN4O6P in a non-equilibrium geometry from the Open Molecules 2025 dataset. Energies are from wB97M-V/def2-TZVPD.

Geometry (Å):
1 C 3.631638 -1.066488 2.552741
2 O 4.196691 -2.236002 1.904810
3 C 3.421423 -2.586223 0.702228
4 C 3.656846 -4.141389 0.380217
5 C 2.686227 -4.749324 -0.748088
6 C 1.118224 -4.489425 -0.508800
7 C 0.527792 -5.112324 0.857726
8 C -0.219237 -3.951852 1.739975
9 C -1.794812 -3.842119 1.426177
10 C -2.479119 -2.433721 1.803020
11 C -4.037022 -2.872046 2.029919
12 C -4.771188 -3.350125 0.681849
13 O -5.487026 -2.561386 -0.010624
14 Br -4.686034 -5.231786 -0.024242
15 C -2.528551 -1.228240 0.730835
16 P -1.219301 -1.092017 -0.628541
17 N -1.257046 -2.273866 -1.710436
18 O 0.292817 -0.893745 0.139803
19 O -1.597535 0.348584 -1.520430
20 N -2.353150 0.057364 1.535375
21 C -2.708911 -0.177891 2.951408
22 O -3.279654 0.561002 3.793749
23 C -2.114166 -1.694990 3.181647
24 Cl -2.952918 -2.181326 4.739249
25 O -0.716723 -1.396745 3.508109
26 C -0.425191 -1.985279 4.791693
27 N 0.132692 -2.488672 5.749799
28 H 3.332884 -1.285566 3.644735
29 H 2.737907 -0.602327 1.998631
30 H 4.481403 -0.280101 2.603226
31 H 2.313915 -2.443323 0.963353
32 H 3.689878 -1.872905 -0.156949
33 H 4.739070 -4.239601 -0.027592
34 H 3.531475 -4.720834 1.369204
35 H 2.958834 -4.253701 -1.756405
36 H 2.874609 -5.881613 -0.897775
37 H 0.528340 -4.991766 -1.374665
38 H 0.860332 -3.372766 -0.516515
39 H 1.328095 -5.649869 1.504945
40 H -0.271943 -5.910968 0.625123
41 H -0.133993 -4.328316 2.837656
42 H 0.352005 -2.958641 1.712256
43 H -2.006226 -4.186924 0.337959
44 H -2.311192 -4.644939 2.087816
45 H -4.683488 -2.022861 2.474069
46 H -4.144258 -3.751720 2.779225
47 H -3.496303 -0.995298 0.165455
48 H -2.000126 -2.932223 -1.426480
49 H 0.218212 -0.855640 1.122284
50 H -1.332512 1.146697 -1.005751
51 H -1.416235 0.485867 1.499713
52 C -0.144206 5.324152 0.399520
53 C -0.076967 4.014849 -0.384741
54 C 0.955048 4.010491 -1.513515
55 N 0.429568 4.439317 -2.891806
56 C -0.404047 3.333773 -3.500747
57 C -0.331220 5.755933 -2.905617
58 C 0.761185 6.792943 -2.779327
59 C 1.849898 6.263632 -3.701288
60 C 1.638718 4.751446 -3.796734
61 H -0.591656 6.139005 -0.166459
62 H -0.754943 5.188578 1.295426
63 H 0.851039 5.642870 0.719637
64 H -1.074376 3.733929 -0.733341
65 H 0.227078 3.242470 0.331015
66 H 1.339162 2.995012 -1.652220
67 H 1.806620 4.648932 -1.264333
68 H -1.262955 3.145505 -2.856526
69 H 0.218775 2.442096 -3.589874
70 H -0.742084 3.652936 -4.488271
71 H -0.823257 5.839782 -3.879980
72 H -1.096612 5.763736 -2.132499
73 H 1.133134 6.854872 -1.753061
74 H 0.422932 7.790843 -3.063779
75 H 2.846164 6.511944 -3.328810
76 H 1.757994 6.710275 -4.695382
77 H 2.497623 4.166797 -3.461595
78 H 1.379935 4.463255 -4.818379

Cartesian forces (eV/Å) of the 2 atoms listed first:
0.964 0.843 0.643
-1.825 0.654 -0.847

Values from the calculation:
HOMO   -11.435 eV
LUMO energy   -2.7 eV
Frontier orbital gap   8.690 eV
Net charge   +1
Electronic energy   -134618.803 eV

Atomic partial charges in e from the Löwdin method, atoms 1 to 2: -0.124, -0.227


Here is a molecular structure, C17H17N10O2S4Ta from the Open Molecules 2025 dataset. Energies are from wB97M-V/def2-TZVPD.

Geometry (Å):
1 Ta 0.129632 -0.110732 -0.212262
2 N 2.073981 -0.503959 1.073886
3 N 3.315827 -0.227641 0.462843
4 C 3.412985 -0.220228 -0.867658
5 N 4.587380 -0.063173 -1.434959
6 S 2.006297 -0.445084 -1.838070
7 H 2.039453 0.078874 1.915405
8 H 2.056171 -1.472626 1.404341
9 H 4.115395 -0.098786 1.070277
10 H 5.449621 0.014354 -0.912460
11 H 4.653956 -0.002127 -2.441165
12 N 0.031769 -2.139188 2.451204
13 C -0.267694 -2.850754 1.319352
14 N -0.391187 -4.140525 1.409408
15 C -0.679765 -4.802994 0.268752
16 N -0.766053 -6.107260 0.302648
17 N -0.921243 -4.179374 -0.923973
18 C -0.755980 -2.902899 -0.937282
19 N -0.353938 -2.140277 0.143648
20 C -1.004888 -2.146884 -2.181181
21 C -1.528095 -2.736842 -3.310842
22 C -1.790091 -1.933470 -4.414826
23 C -1.505015 -0.578685 -4.347501
24 C -0.953443 -0.064467 -3.187373
25 N -0.707800 -0.833599 -2.119933
26 H 0.022384 -2.712421 3.288942
27 H -0.465326 -1.265410 2.577651
28 H -0.616091 -6.604824 1.168746
29 H -1.006584 -6.622621 -0.531468
30 H -1.736014 -3.796958 -3.309144
31 H -2.215054 -2.361175 -5.313110
32 H -1.696506 0.079284 -5.183394
33 H -0.696520 0.984645 -3.103594
34 S -3.421340 -0.619710 -0.693355
35 C -2.217669 0.157958 0.030954
36 O 2.163012 2.205198 2.015597
37 S 1.041323 2.419751 1.161800
38 O 1.238554 2.072750 -0.258540
39 N -0.237080 1.353585 1.412635
40 C -1.355558 2.051426 1.622472
41 S -2.843766 1.343704 1.252051
42 C -1.148211 3.466926 1.901197
43 C -2.058994 4.413948 2.343192
44 C -1.625182 5.729841 2.465948
45 C -0.325140 6.096631 2.134543
46 C 0.599409 5.157436 1.676101
47 C 0.151590 3.860410 1.569585
48 H -3.074244 4.140083 2.600473
49 H -2.312366 6.483927 2.825018
50 H -0.022417 7.130450 2.233358
51 H 1.610514 5.443516 1.420062

Cartesian forces (eV/Å) of the 2 atoms listed first:
-0.207 0.252 0.292
0.016 0.072 0.103

Values from the calculation:
Energy above the lowest of the compared OMol25 structures with the same formula, charge and spin   16.7 kJ/mol
HOMO (alpha / beta)   -16.652 / -16.670 eV
2S+1   2
LUMO energy (alpha / beta)   -10.4 / -10.3 eV
Frontier orbital gap (alpha / beta)   6.271 / 6.419 eV
Net charge   +3
<S²>   0.753
Electronic energy   -81770.631 eV

Atomic partial charges in e from the Löwdin method, atoms 1 to 2: 1.516, -0.047


Here is 12 unconnected molecules or ions with the total composition C22H68N10O12 in a non-equilibrium geometry from the Open Molecules 2025 dataset. Energies are from wB97M-V/def2-TZVPD.

Geometry (Å):
1 C -2.829742 -2.153409 -2.221384
2 O -1.517661 -2.569016 -1.820009
3 H -2.930007 -1.966706 -3.259314
4 H -3.093559 -1.226710 -1.622848
5 H -3.484443 -2.869292 -1.819864
6 H -1.547906 -2.721296 -0.859119
7 C -0.332881 0.022198 -0.682249
8 O -0.158991 1.313034 -0.134940
9 H 0.595139 -0.245910 -1.179702
10 H -1.109988 -0.020554 -1.402526
11 H -0.620185 -0.725726 0.097178
12 H -1.032993 1.638183 0.097739
13 C 1.226957 4.702167 -2.022603
14 O 1.581576 5.937393 -1.523374
15 N 0.456075 4.575151 -3.072331
16 N 1.556446 3.553803 -1.507373
17 H 0.256195 5.401225 -3.596521
18 H 0.324823 3.654703 -3.600298
19 H 2.250240 3.637984 -0.694270
20 H 0.915975 2.751761 -1.623297
21 C 3.582544 2.116717 0.497399
22 O 4.904474 1.879526 0.140328
23 N 2.703636 1.170521 0.432777
24 N 3.092928 3.285357 0.789645
25 H 3.155443 0.283130 -0.030746
26 H 1.675824 1.202559 0.293661
27 H 3.760304 4.054325 0.818252
28 H 2.236927 3.308318 1.300105
29 C 4.745609 -1.266109 0.189207
30 O 5.998640 -1.503962 -0.390225
31 N 3.673477 -1.136636 -0.509768
32 N 4.523945 -1.098714 1.453176
33 H 3.790119 -1.372897 -1.480333
34 H 2.790292 -1.408829 -0.104126
35 H 5.247044 -1.188567 2.135771
36 H 3.526944 -1.076095 1.874749
37 C 1.273698 -1.902622 1.795733
38 O 1.500840 -2.361118 0.543220
39 N 1.850182 -0.872387 2.294896
40 N 0.522465 -2.549442 2.618015
41 H 2.131454 -0.114806 1.686116
42 H 1.780057 -0.726488 3.249465
43 H 0.522862 -3.565966 2.492282
44 H 0.308491 -2.206442 3.572226
45 C -3.513899 1.535006 -0.513769
46 O -4.241613 0.661210 0.325575
47 N -3.439464 1.447653 -1.839210
48 N -2.870647 2.462552 0.090537
49 H -3.948726 0.700892 -2.257691
50 H -3.013859 2.107163 -2.385747
51 H -3.099759 2.580793 1.105910
52 H -2.469234 3.345805 -0.376117
53 C -0.146532 4.148280 1.846935
54 C -0.112716 3.424923 3.221497
55 C 0.947249 2.287066 3.119676
56 O 0.166782 4.188041 4.147511
57 H -0.704801 5.057420 1.980799
58 H -0.680176 3.496862 1.149993
59 H 0.885965 4.472133 1.552529
60 H -1.074387 3.051189 3.351060
61 H 1.929043 2.713162 3.006028
62 H 0.866194 1.672491 2.263320
63 H 1.028509 1.678125 4.008161
64 H 0.909600 4.752720 3.927844
65 C -3.850730 -2.534698 1.091361
66 C -2.705392 -3.267786 1.717642
67 C -3.166909 -4.688116 2.131630
68 O -1.684867 -3.370313 1.030952
69 H -4.578933 -2.015464 1.747126
70 H -4.301750 -3.159953 0.369746
71 H -3.336545 -1.768569 0.526270
72 H -2.357669 -2.809009 2.552727
73 H -3.187692 -5.190982 1.148836
74 H -4.204886 -4.565285 2.385893
75 H -2.454034 -5.150477 2.826849
76 H -0.971174 -2.999046 1.561752
77 C -3.806958 -0.026001 3.820879
78 C -2.330942 0.194353 4.017469
79 C -1.486606 0.210034 2.780722
80 O -2.048570 1.220810 4.670987
81 H -4.371733 0.574717 4.471904
82 H -4.147421 -1.107634 3.877912
83 H -4.143116 0.297210 2.790442
84 H -1.953571 -0.720879 4.567212
85 H -1.670916 -0.487758 1.988789
86 H -0.438397 0.066343 3.067870
87 H -1.530578 1.111534 2.228452
88 H -1.275084 1.131953 5.304184
89 C 1.847715 -4.541898 -3.218153
90 C 2.550257 -3.454124 -2.512242
91 C 4.051051 -3.634780 -2.696499
92 O 2.205398 -2.331546 -2.972210
93 H 1.815817 -4.372438 -4.289574
94 H 0.872490 -4.564544 -2.793946
95 H 2.370746 -5.500100 -3.169915
96 H 2.410953 -3.527975 -1.455336
97 H 4.644265 -2.932790 -2.145759
98 H 4.421121 -3.612882 -3.709644
99 H 4.443867 -4.597750 -2.398169
100 H 1.236018 -2.345902 -3.076549
101 C -1.379093 0.601486 -4.571654
102 C -0.469249 1.548270 -3.909049
103 C 0.835690 0.847772 -3.556619
104 O -0.186694 2.581914 -4.505324
105 H -0.914239 0.366767 -5.572893
106 H -2.425900 0.943444 -4.672798
107 H -1.399064 -0.389826 -4.047064
108 H -0.871321 1.864700 -2.971399
109 H 1.332785 1.221551 -2.621333
110 H 1.630393 0.872304 -4.306060
111 H 0.658626 -0.239415 -3.377525
112 H -0.897959 2.830941 -5.067451

Cartesian forces (eV/Å) of the 2 atoms listed first:
1.003 1.465 2.912
0.127 0.355 -0.745

Values from the calculation:
Energy above the lowest of the compared OMol25 structures with the same formula, charge and spin   175.3 kJ/mol
HOMO   -8.385 eV
SMILES   NC(N)=O.NC(N)=O.NC(N)=O.NC(N)=O.NC(N)=O.CC(C)O.CC(C)O.CC(C)O.CC(C)O.CC(C)O.CO.CO
LUMO energy   -0.6 eV
Frontier orbital gap   7.777 eV
Electronic energy   -63379.700 eV

Atomic partial charges in e from the Löwdin method, atoms 1 to 2: -0.133, -0.134